# C5H26N10O8

8 unconnected molecules or ions with the total composition C5H26N10O8 in a non-equilibrium geometry (ωB97M-V with the def2-TZVPD basis set, the OMol25 dataset).

Values from the calculation:
Structure (SMILES) ... NC(N)=O.NC(N)=O.NC(N)=O.NC(N)=O.NC(N)=O.O.O.O
Energy relative to the best compared isomer or geometry (same formula, charge and spin) ... 127.1 kcal/mol
Kohn-Sham gap ... 9.5 eV
LUMO energy ... 0.203 eV
Molar mass ... 354.3 g mol⁻¹

Structure (ORCA input):
```
! RIJCOSX wB97M-V def2-TZVPD def2/J DEFGRID3
* xyz 0 1
O -0.305 -0.363 -5.921
O -3.262 -3.566 0.102
O 1.717 -0.515 0.803
O 3.666 2.936 6.125
O 5.655 -3.677 -1.207
O -4.224 -0.251 5.611
O 3.403 5.203 -3.180
O 4.292 -2.189 -5.180
N -4.706 -4.785 -1.287
N 2.075 3.438 -3.204
N -2.306 -1.294 5.211
N 3.269 5.067 6.752
N -2.774 -0.567 7.170
N 1.816 5.124 -4.627
N -2.047 -0.444 -7.297
N -4.510 -5.315 0.711
N 2.002 4.224 5.312
N -2.254 -0.623 -5.119
C -3.180 -0.706 5.941
C -4.049 -4.531 -0.245
C 2.472 4.613 -3.659
C 3.024 3.997 6.070
C -1.463 -0.484 -6.161
H 0.891 4.745 -4.771
H -1.416 -1.383 5.678
H 3.983 5.107 7.465
H 2.568 5.787 6.651
H 1.364 5.006 5.332
H 1.820 3.537 4.595
H -5.275 -5.613 -1.389
H -1.651 -0.385 -8.224
H 2.347 -1.181 0.525
H -4.599 -4.311 -2.173
H -1.924 -1.047 7.430
H -4.078 -5.154 1.610
H -3.241 -0.480 -5.281
H 1.255 3.037 -3.636
H 6.285 -3.608 -0.490
H 1.937 6.119 -4.749
H -1.833 -0.915 -4.248
H 3.403 -1.836 -5.173
H -2.443 -1.520 4.236
H 2.556 3.088 -2.387
H 5.619 -4.613 -1.405
H 0.883 -0.982 0.858
H 4.535 -2.245 -4.256
H -5.015 -6.140 0.423
H -3.240 0.083 7.787
H -3.041 -0.389 -7.127
*
```


# C5H26N2O8

8 unconnected molecules or ions with the total composition C5H26N2O8 in a non-equilibrium geometry (ωB97M-V with the def2-TZVPD basis set, the OMol25 dataset).

Values from the calculation:
Structure (SMILES) ... CCC(=O)NCCN.O.O.O.O.O.O.O
Energy relative to the best compared isomer or geometry (same formula, charge and spin) ... 86.9 kcal/mol
Kohn-Sham gap ... 9.7 eV
LUMO energy ... 0.150 eV
Molar mass ... 242.3 g mol⁻¹

Structure (ORCA input):
```
! RIJCOSX wB97M-V def2-TZVPD def2/J DEFGRID3
* xyz 0 1
O -3.655 0.228 0.072
O 1.750 -0.095 -3.395
O 0.693 0.907 3.327
O 2.598 1.917 1.418
O -3.459 -2.389 -0.295
O 1.994 4.372 0.583
O -2.478 1.660 1.991
O -0.613 -1.713 -2.082
N 2.804 -0.965 -0.292
N -0.205 -1.955 0.075
C -1.346 0.917 -1.783
C 0.800 -1.809 1.030
C 2.151 -2.162 0.373
C -0.244 -1.185 -1.080
C -0.079 0.372 -1.040
H 1.862 1.675 1.996
H -3.210 2.301 2.178
H -3.014 -2.726 -1.148
H 2.798 -2.190 1.266
H 0.422 -2.272 1.903
H 0.228 1.062 4.145
H 0.867 0.740 -1.522
H -0.046 1.416 2.769
H -3.344 -0.707 0.091
H 0.851 -0.692 1.323
H 2.508 1.187 0.656
H 2.708 -0.912 -1.350
H -0.044 1.032 -0.008
H 0.947 -0.595 -3.268
H 1.895 -2.981 -0.276
H -0.467 -2.957 -0.129
H -1.721 0.248 -2.543
H -1.337 1.841 -2.232
H -2.947 -2.856 0.327
H -2.954 1.076 1.444
H 3.802 -1.028 -0.176
H 1.814 0.124 -4.369
H -1.989 1.086 -0.915
H -4.296 0.409 -0.555
H 1.794 3.585 0.089
H 2.162 4.035 1.405
*
```


# C5H26N3O6

7 unconnected molecules or ions with the total composition C5H26N3O6 in a non-equilibrium geometry (ωB97M-V with the def2-TZVPD basis set, the OMol25 dataset).

Values from the calculation:
Energy relative to the best compared isomer or geometry (same formula, charge and spin) ... 117.3 kcal/mol
Kohn-Sham gap ... 8.6 eV
LUMO energy ... -2.690 eV
Molar mass ... 224.3 g mol⁻¹

Structure (ORCA input):
```
! RIJCOSX wB97M-V def2-TZVPD def2/J DEFGRID3
* xyz 1 1
O -2.239 3.181 -0.773
O -1.735 0.580 -0.061
O -4.008 0.993 2.119
O 5.317 1.967 -1.328
O 1.467 2.178 -2.096
O 2.105 0.363 0.894
N -0.662 -1.622 1.460
N -0.924 -0.888 3.672
N 0.291 0.130 -1.628
C 0.813 -2.005 -0.497
C -0.214 -1.380 2.786
C -0.261 -2.155 -2.709
C 0.087 -2.555 0.707
C -0.226 -1.323 -1.409
H -0.471 0.665 -1.896
H 5.848 2.153 -2.076
H -1.814 -0.642 3.444
H -1.718 1.591 0.155
H 0.531 -2.724 -2.881
H -1.067 -2.768 -2.928
H -1.237 -0.909 0.916
H 0.871 0.544 -0.761
H 0.902 -2.894 1.263
H 2.560 -0.413 1.355
H 0.798 -1.717 3.198
H 1.337 2.782 -2.970
H 1.253 -2.888 -1.029
H 2.223 2.620 -1.665
H 0.836 0.199 -2.441
H -2.793 3.663 -0.166
H -2.750 0.470 0.090
H -0.687 -3.437 0.696
H 1.716 0.925 1.606
H 1.457 -1.397 -0.040
H -3.894 0.331 2.815
H -0.346 -1.510 -3.539
H -2.649 2.791 -1.544
H -4.901 1.044 1.938
H -1.163 -1.385 -0.793
H 5.778 1.965 -0.579
*
```


The highest energy relative to the best compared isomer or geometry (same formula, charge and spin) belongs to which entry? C5H26N10O8


The lowest molar mass belongs to which entry? C5H26N3O6